Record 1
63
Properties=species:S:1:pos:R:3:forces:R:3:lowdin_spin:R:1 method="wB97M-V/def2-TZVPD" multiplicity=2 homo_lumo_gap_ev="7.70 / 7.39" energy_ha=-6532.85029 relative_energy_kj_mol=0.00 s_squared=0.760
Tc 0.21618 -0.85083 -0.33235 -1.20 -1.35 -0.21 0.844
O -2.82604 -1.74200 -1.09137 0.11 0.19 0.16 0.013
As -2.18870 -0.94396 -2.58886 0.21 0.29 0.17 0.008
O -0.51773 -0.65061 -2.16495 0.05 0.29 -0.11 0.015
O -0.11234 -2.48260 -0.09167 0.65 0.32 0.09 0.060
C -2.96763 0.85121 -2.20979 0.07 0.10 -0.13 0.000
C -4.14196 1.15904 -2.89426 -0.09 -0.06 0.07 0.001
C -4.72119 2.42125 -2.84352 0.02 -0.05 0.00 0.000
C -4.11115 3.42529 -2.10917 0.00 0.00 0.00 0.001
C -2.94162 3.15299 -1.41431 -0.11 0.05 0.04 0.001
C -2.39840 1.88185 -1.47242 0.40 -0.07 0.13 0.001
S 0.16368 2.40611 -1.24201 0.45 -0.57 0.31 0.008
O 1.07768 1.25526 -0.43192 -0.04 0.49 -0.51 0.007
O 0.31927 2.22994 -2.65705 -0.07 0.04 0.00 0.002
O -1.22082 1.64217 -0.72584 -0.35 0.13 -0.31 0.026
H -2.09948 -2.23792 -0.67964 -0.01 -0.15 -0.04 0.004
H -4.61889 0.38218 -3.48412 0.02 0.03 -0.05 0.000
H -5.63563 2.62271 -3.38659 0.01 -0.01 0.00 0.000
H -4.53762 4.41961 -2.07652 0.00 -0.01 0.01 0.000
H -2.45356 3.92024 -0.82501 0.00 -0.02 0.00 0.000
C -4.63848 1.48594 4.60578 0.01 -0.01 0.01 0.000
C -3.18022 1.05491 4.73751 -0.05 0.05 -0.05 0.000
C -2.30444 1.48947 3.56346 -0.02 -0.11 0.06 0.000
C -2.59271 0.75690 2.25942 0.02 -0.09 -0.07 0.002
N -2.37864 -0.69057 2.37249 -0.24 0.11 0.09 0.005
C -1.18107 -1.29523 2.47361 0.00 0.14 -0.38 0.005
Se 0.48106 -0.44192 2.20866 0.21 0.15 0.27 0.005
N -1.38221 -2.61484 2.59761 0.05 -0.27 0.27 0.003
C -0.36057 -3.64534 2.80146 -0.10 0.11 -0.09 0.000
C -0.40759 -4.20768 4.21919 -0.02 0.04 -0.02 0.000
C -0.06202 -3.20817 5.32014 0.08 0.02 -0.05 0.000
C 1.38369 -2.71781 5.26596 -0.01 -0.02 0.02 0.000
C -2.74655 -2.87810 2.54256 0.21 -0.09 0.03 0.000
C -3.45369 -4.07424 2.56957 0.02 -0.01 -0.02 0.000
C -4.82730 -3.98764 2.46228 -0.07 0.08 -0.02 0.000
C -5.47370 -2.74879 2.33071 0.04 -0.08 0.01 0.000
C -4.76484 -1.56436 2.29403 0.00 -0.01 -0.02 0.000
C -3.38288 -1.65529 2.40156 0.05 0.25 0.03 0.000
H -5.20388 1.24523 5.50675 0.01 -0.01 -0.01 0.000
H -5.13940 0.99127 3.77209 0.01 0.02 -0.01 0.000
H -4.71104 2.56421 4.44475 0.00 -0.02 0.01 0.000
H -3.12419 -0.03252 4.85363 0.01 0.01 0.03 0.000
H -2.76401 1.48163 5.65225 0.01 -0.01 0.01 0.000
H -1.25173 1.33906 3.80811 0.01 0.04 0.00 0.000
H -2.44008 2.55902 3.37775 0.02 0.00 -0.01 0.000
H -1.95224 1.12214 1.45802 0.00 0.00 0.02 0.002
H -3.62718 0.89322 1.94818 0.00 -0.02 -0.05 0.000
H 0.59904 -3.19413 2.56159 0.01 0.05 0.00 0.000
H -0.54386 -4.42554 2.06340 0.00 -0.01 -0.03 0.000
H 0.29399 -5.04572 4.26234 -0.02 -0.01 -0.02 0.000
H -1.40494 -4.61661 4.40071 0.03 -0.05 0.03 0.000
H -0.24039 -3.69219 6.28270 -0.05 0.00 0.00 0.000
H -0.75034 -2.35739 5.27052 0.02 0.01 0.04 0.000
H 2.07227 -3.55876 5.14515 -0.02 0.01 0.03 0.000
H 1.65386 -2.19806 6.18631 -0.01 0.01 -0.02 0.000
H 1.54935 -2.02746 4.43925 0.00 -0.03 -0.03 0.000
H -2.95264 -5.02928 2.64797 -0.01 0.01 0.02 0.000
H -5.41673 -4.89457 2.46592 -0.01 0.01 0.01 0.000
H -6.55127 -2.72144 2.24166 0.01 -0.01 -0.01 0.000
H -5.26778 -0.61744 2.16170 0.00 0.00 0.00 0.000
C 1.83868 0.17053 -1.11275 -0.25 -0.01 0.21 -0.012
H 2.84022 0.16019 -0.69800 0.00 0.08 0.08 -0.002
H 1.81369 0.29655 -2.19273 -0.06 0.05 0.00 -0.001

***

Record 2
14
Properties=species:S:1:pos:R:3:forces:R:3:mulliken_charge:R:1 method="wB97M-V/def2-TZVPD" homo_lumo_gap_ev=9.17 energy_ha=-287.54262 smiles="C=Cc1cc[nH]c1" relative_energy_kj_mol=117.14
C -0.61693 -2.37412 -0.63415 -0.46 0.39 0.34 -0.733
C 0.18751 -1.34947 -0.91524 0.15 -0.67 0.45 -0.358
C 0.11315 -0.04688 -0.25047 1.64 -0.34 -0.46 0.754
C 1.29908 0.67784 0.12371 -0.58 0.90 0.29 -0.649
C 0.86964 1.80380 0.79176 -1.49 -0.38 0.14 -0.438
N -0.52263 1.76039 0.82193 0.92 0.11 -0.21 -0.054
C -0.96956 0.66476 0.14488 -0.43 -0.28 0.30 -0.650
H -0.63906 -3.33240 -1.13128 0.43 -0.01 -0.07 0.266
H -1.32830 -2.25608 0.17911 -0.24 0.02 -0.24 0.245
H 1.07873 -1.54053 -1.50843 -0.27 0.26 -0.44 0.274
H 2.30778 0.41873 -0.13450 0.17 -0.13 0.16 0.365
H 1.20917 2.64391 1.37519 1.06 -0.15 -0.37 0.370
H -1.00090 2.59412 1.09785 -0.65 -0.17 0.04 0.215
H -1.98768 0.33593 0.03965 -0.25 0.46 0.07 0.392